23
Properties=species:S:1:pos:R:3:lowdin_charge:R:1 method="wB97M-V/def2-TZVPD" homo_lumo_gap_ev="8.34 / 6.53" multiplicity=1 energy_ha=-687.230876 relative_energy_kcal_mol=81.2 e_lumo_ev="-0.138 / -1.323"
C -1.03550 0.04504 -1.66489 -0.427
C -2.06892 2.09134 -1.56485 -0.560
C 1.81464 -0.16730 0.48940 -0.110
C -0.71144 -0.05308 0.93228 -0.082
C 0.50780 -0.94035 0.96424 -0.359
C 1.53910 0.69824 -0.64258 -0.116
C 0.81982 -1.70142 2.30430 -0.037
N -1.69879 0.98612 -2.41233 0.208
N -0.78479 0.74997 -0.35602 -0.088
N -1.58079 1.82177 -0.34824 0.107
O -0.80604 -1.13954 -1.81755 0.094
O -2.76284 2.92626 -2.07241 0.078
F 1.63161 0.15847 -1.83200 0.090
H 2.33969 0.10662 1.41527 0.130
H 2.43076 -0.92404 0.02797 0.122
H -1.77713 -0.62724 0.93296 0.192
H -0.58184 0.66683 1.76783 0.133
H 0.28483 -1.73908 0.28972 0.106
H 1.52660 1.77599 -0.52589 0.135
H 1.83634 -2.10781 2.15400 0.088
H 0.13584 -2.53761 2.31826 0.079
H 0.77790 -0.92089 3.02198 0.066
H -1.83684 0.83172 -3.38144 0.149